1.
C5H12N2O | the ωB97M-V functional and the def2-TZVPD basis

```
20
Properties=species:S:1:pos:R:3:nbo_charge:R:1
C 0.62 0.68 -0.12 0.1814
C -0.36 -1.26 0.11 -0.1746
C -0.22 1.82 -0.69 -0.6331
C -1.79 -1.53 -0.34 -0.6166
N 0.55 -0.61 -0.84 -0.6459
N 1.96 1.13 0.08 -0.8457
C -0.22 -0.09 1.09 0.6010
O -0.94 0.33 1.95 -0.5338
H 0.21 -0.57 -1.80 0.3639
H 1.41 -0.24 2.01 0.0095
H 0.08 -2.19 0.50 0.2018
H 2.58 0.37 0.31 0.3748
H 2.34 1.66 -0.70 0.3686
H 1.51 -1.03 2.28 0.0389
H 0.17 2.14 -1.65 0.2086
H -0.19 2.66 0.00 0.2367
H -1.26 1.52 -0.82 0.2156
H -2.25 -0.63 -0.75 0.2051
H -2.39 -1.86 0.50 0.2284
H -1.80 -2.31 -1.11 0.2155
```

Calculated values
- HOMO energy: -8.87 eV
- Kohn-Sham gap: 9.667 eV
- E: -10404.9977 eV
- Maximum force: 3.1 eV Å⁻¹

=====

2.
C5H12N2O | the ωB97M-V functional and the def2-TZVPD basis

```
20
Properties=species:S:1:pos:R:3:nbo_charge:R:1
C -1.73 -0.08 2.94 -0.4308
N -0.70 -0.73 2.16 -0.3399
O -0.86 -0.35 0.73 -0.6067
H -0.82 -1.22 0.32 0.4803
H 0.21 -0.34 2.42 0.3287
H -2.70 -0.48 2.64 0.1994
H -1.75 1.01 2.81 0.1745
H -1.56 -0.31 3.99 0.2027
C 1.44 1.20 -0.36 -0.6377
C 0.57 0.33 -1.22 0.1842
C 1.33 -1.50 -2.45 -0.0240
C -0.47 0.80 -1.93 -0.4691
N 1.05 -0.97 -1.35 -0.4351
H 2.36 1.46 -0.89 0.2174
H 1.72 0.65 0.54 0.2172
H 0.92 2.11 -0.09 0.2197
H 1.29 -0.99 -3.41 0.1517
H 1.57 -2.56 -2.46 0.1696
H -0.82 1.80 -1.80 0.2026
H -1.04 0.15 -2.57 0.1955
```

Calculated values
- HOMO energy: -8.54 eV
- Kohn-Sham gap: 9.569 eV
- E: -10403.9666 eV
- Maximum force: 2.2 eV Å⁻¹
- SMILES string: C=NC(=C)C.CNO

=====

3.
C5H12N2O | the ωB97M-V functional and the def2-TZVPD basis

```
20
Properties=species:S:1:pos:R:3:nbo_charge:R:1
C -0.15 1.72 -1.00 0.2151
C -1.39 0.79 0.14 -0.7143
C -0.03 0.80 -2.21 -0.6614
O 0.99 2.04 -0.42 -0.7625
H 1.57 1.08 0.18 0.4522
H -0.79 2.59 -1.17 0.1542
H -1.01 0.57 -2.63 0.2009
H 0.58 1.29 -2.97 0.2073
H -1.25 -0.27 0.05 0.1747
H -1.26 1.11 1.17 0.1905
H -2.32 1.09 -0.33 0.1962
H 0.45 -0.13 -1.90 0.2068
C 0.54 -1.69 1.58 -0.1215
C -0.42 -2.59 1.32 -0.2529
N 1.07 -0.95 0.56 -0.0647
N 1.91 -0.03 0.82 -0.3579
H 2.18 0.09 1.82 0.3229
H 0.97 -1.58 2.58 0.1816
H -0.84 -3.21 2.10 0.2129
H -0.80 -2.71 0.32 0.2198
```

Calculated values
- HOMO energy (alpha / beta): -7.85 / -7.85 eV
- Kohn-Sham gap (alpha / beta): 6.383 / 6.382 eV
- E: -10402.6363 eV
- Maximum force: 4.3 eV Å⁻¹

=====

4.
C5H12N2O | the ωB97M-V functional and the def2-TZVPD basis

```
20
Properties=species:S:1:pos:R:3:nbo_charge:R:1
C 0.98 -0.48 0.02 0.4816
C 1.46 -0.92 1.39 -0.6349
C -0.04 1.57 -1.13 -0.6343
C -0.10 0.51 -0.05 -0.2060
N 0.14 -1.89 -0.61 -0.9830
N -2.45 0.90 0.49 -0.8058
C -1.28 0.20 0.57 0.0741
O 2.09 -0.24 -0.77 -0.7109
H 2.30 0.70 -0.83 0.4826
H -0.59 -2.52 -0.26 0.3743
H -0.08 -1.61 -1.57 0.3432
H -3.27 0.40 0.80 0.3833
H -2.60 1.42 -0.37 0.3772
H -1.30 -0.55 1.35 0.1900
H 2.00 -0.10 1.88 0.2079
H 2.16 -1.75 1.29 0.2307
H 0.64 -1.25 2.02 0.2045
H -0.82 2.33 -1.02 0.2114
H 0.91 2.12 -1.07 0.1994
H -0.12 1.14 -2.13 0.2148
```

Calculated values
- HOMO energy: -7.14 eV
- Kohn-Sham gap: 7.862 eV
- E: -10405.1727 eV
- Maximum force: 4.0 eV Å⁻¹
- SMILES string: C/C(=C\N)[C@@](C)(N)O

=====

5.
C5H12N2O | the ωB97M-V functional and the def2-TZVPD basis

```
20
Properties=species:S:1:pos:R:3:nbo_charge:R:1
C -0.50 -1.76 1.02 -0.0708
O -1.50 -2.01 1.91 -0.7240
C -0.21 -0.31 1.12 -0.0775
C 0.84 0.21 0.13 -0.4246
C 0.38 0.20 -1.31 -0.3091
C 0.10 1.35 -1.96 0.0161
N -0.41 1.45 -3.25 -0.8120
N 0.14 0.01 2.51 -0.8384
H -0.76 -1.94 -0.05 0.1579
H 0.47 -2.29 1.21 0.1394
H -1.56 -0.59 2.36 0.4692
H -1.16 0.25 0.90 0.1820
H 1.10 1.27 0.40 0.1976
H 1.74 -0.43 0.29 0.2057
H 0.26 -0.76 -1.80 0.1981
H 0.24 2.30 -1.42 0.1855
H -0.16 2.27 -3.78 0.3757
H -0.34 0.64 -3.83 0.3737
H 0.64 0.87 2.62 0.3779
H 0.68 -0.73 2.94 0.3776
```

Calculated values
- HOMO energy: -8.25 eV
- Kohn-Sham gap: 9.141 eV
- E: -10403.7935 eV
- Maximum force: 4.8 eV Å⁻¹

=====

6.
C5H12N2O | the ωB97M-V functional and the def2-TZVPD basis

```
20
Properties=species:S:1:pos:R:3:nbo_charge:R:1
C -0.20 0.31 1.74 0.1529
C 2.10 0.22 -1.62 -0.2340
C -1.07 -1.69 -0.39 -0.4180
N -1.62 -0.37 -0.18 -0.5947
C -1.09 0.62 0.62 0.1080
N 0.50 -0.75 1.83 -0.6934
C -1.43 1.91 0.45 -0.4440
O 1.87 0.38 -0.25 -0.7764
H -2.13 -0.01 -0.97 0.3769
H -0.02 1.18 2.38 0.1755
H 1.43 -0.41 0.29 0.4973
H 1.05 -0.82 2.68 0.3613
H 1.21 -0.11 -2.18 0.1490
H 2.38 1.20 -2.01 0.1774
H 2.93 -0.46 -1.84 0.1557
H -1.86 -2.35 -0.73 0.1965
H -0.25 -1.69 -1.12 0.1727
H -0.68 -2.07 0.56 0.2405
H -1.06 2.68 1.11 0.2032
H -2.06 2.23 -0.36 0.1936
```

Calculated values
- HOMO energy: -8.03 eV
- Kohn-Sham gap: 8.618 eV
- E: -10405.2598 eV
- Maximum force: 3.2 eV Å⁻¹
- SMILES string: [H]/N=C/C(=C)NC.CO

=====

7.
C5H12N2O | the ωB97M-V functional and the def2-TZVPD basis

```
20
Properties=species:S:1:pos:R:3:nbo_charge:R:1
C -0.12 1.96 0.53 -0.4192
N -0.04 0.52 0.63 -0.4604
C 1.23 0.03 1.15 -0.4308
C 0.63 -0.06 -1.73 -0.6508
C -0.42 -0.15 -0.63 -0.1454
C -0.79 -1.59 -0.33 0.6694
N -1.63 -1.71 0.74 -0.8347
O -0.44 -2.55 -0.98 -0.6108
H -1.08 2.33 0.92 0.1956
H -0.06 2.40 -0.48 0.1836
H 0.70 2.44 1.07 0.2020
H 1.12 -1.05 1.35 0.2149
H 1.33 0.36 2.19 0.2029
H 2.07 0.36 0.55 0.1819
H 0.11 -0.04 -2.69 0.2213
H 1.30 -0.91 -1.83 0.2385
H 1.26 0.82 -1.73 0.2097
H -1.33 0.34 -0.96 0.2169
H -1.78 -0.92 1.34 0.4127
H -2.07 -2.60 0.88 0.4027
```

Calculated values
- HOMO energy: -8.80 eV
- Kohn-Sham gap: 9.697 eV
- E: -10407.2864 eV
- Maximum force: 1.6 eV Å⁻¹
- SMILES string: C[C@@H](C(N)=O)N(C)C

=====

Q: Which value of maximum force does entry 2 give?
A: 2.2 eV Å⁻¹

=====

Q: What is the formula in the fourth record?
A: C5H12N2O